#A
DFT (the ωB97M-V functional and the def2-TZVPD basis) results for CN2O2S2 as an isolated structure.

```
! wB97M-V def2-TZVPD RIJCOSX def2/J DEFGRID3
* xyz 0 1
C 0.60 1.21 0.03
N -0.64 1.33 0.11
N 1.65 0.68 -0.30
O -2.28 -0.68 0.32
O 0.13 -1.32 0.23
S 1.68 -0.98 0.02
S -1.13 -0.23 -0.41
*
```

#B
DFT (the ωB97M-V functional and the def2-TZVPD basis) results for a 2-piece molecular cluster, CN2O2S2 overall.

```
! wB97M-V def2-TZVPD RIJCOSX def2/J DEFGRID3
* xyz 0 1
C -2.98 0.16 0.20
N -4.06 0.48 0.05
N 2.23 -0.15 -0.09
O 1.53 -1.12 -0.37
O 3.36 -0.19 0.34
S -1.36 -0.47 0.17
S 1.27 1.30 -0.31
*
```

#C
DFT (the ωB97M-V functional and the def2-TZVPD basis) results for a 2-piece molecular cluster, CN2O2S2 overall.

```
! wB97M-V def2-TZVPD RIJCOSX def2/J DEFGRID3
* xyz 0 1
C 1.23 0.40 -0.40
N 1.21 1.56 -0.60
N 0.80 -0.72 0.11
O -3.09 0.09 -0.66
O -1.20 -0.66 0.52
S 1.22 -2.22 0.40
S -2.07 0.41 0.25
*
```

Which structure is the most stable? The one labeled #A.

#A
DFT (the ωB97M-V functional and the def2-TZVPD basis) results for one molecule with the formula C3H5N3.

```
! wB97M-V def2-TZVPD RIJCOSX def2/J DEFGRID3
* xyz 0 1
N 2.00 -0.07 0.17
C 0.63 0.13 0.29
C -0.33 1.20 -0.24
N -1.55 0.44 -0.20
C -1.28 -0.78 0.28
N -0.03 -1.02 0.57
H 2.30 -0.97 -0.20
H 2.72 0.63 0.24
H 0.12 1.18 -1.22
H -2.50 0.78 -0.12
H -2.07 -1.51 0.43
*
```

#B
DFT (the ωB97M-V functional and the def2-TZVPD basis) results for one molecule with the formula C3H5N3.

```
! wB97M-V def2-TZVPD RIJCOSX def2/J DEFGRID3
* xyz 0 1
C -0.71 0.10 -0.01
C 0.08 -1.02 -0.16
C 1.39 -0.58 -0.19
H -1.83 -1.35 0.66
H -2.85 -0.02 -0.39
H 0.90 1.19 -0.07
H -0.75 2.31 0.12
H -0.48 -2.02 -0.01
N -1.99 -0.22 0.14
N -0.25 1.36 -0.10
N 2.30 0.13 0.22
*
```

Which structure is the most stable? The one labeled #A.

#A
DFT (the ωB97M-V functional and the def2-TZVPD basis) results for one molecule with the formula C3H5N3.

```
! wB97M-V def2-TZVPD RIJCOSX def2/J DEFGRID3
* xyz 0 1
N 2.01 0.00 -0.06
C 0.66 -0.27 -0.29
C -0.20 0.76 -0.52
N -1.44 0.54 -0.02
C -1.37 -0.98 0.50
N -0.17 -1.42 0.43
H 2.71 -0.69 -0.27
H 2.20 0.52 0.79
H 0.04 1.66 -1.09
H -2.10 1.27 -0.32
H -2.33 -1.39 0.84
*
```

#B
DFT (the ωB97M-V functional and the def2-TZVPD basis) results for one molecule with the formula C3H5N3.

```
! wB97M-V def2-TZVPD RIJCOSX def2/J DEFGRID3
* xyz 0 1
N 0.42 -0.78 1.81
C 0.11 -0.15 0.75
C -0.15 1.12 0.17
C -0.21 0.92 -1.22
N -0.11 -0.31 -1.69
N -0.02 -1.07 -0.45
H 0.53 -0.17 2.61
H 0.77 -1.71 -0.45
H -0.19 2.07 0.68
H -0.32 1.71 -1.96
H -0.87 -1.63 -0.35
*
```

#C
DFT (the ωB97M-V functional and the def2-TZVPD basis) results for one molecule with the formula C3H5N3.

```
! wB97M-V def2-TZVPD RIJCOSX def2/J DEFGRID3
* xyz 0 1
N -1.84 -0.07 0.28
C -0.46 0.08 0.08
C 0.47 -0.93 -0.09
C 1.72 -0.27 0.01
N 1.57 1.04 0.14
N 0.23 1.23 0.15
H -1.98 -0.95 0.75
H -2.41 -0.04 -0.55
H 0.12 -1.55 -0.90
H 2.72 -0.69 0.08
H -0.14 2.16 0.04
*
```

#D
DFT (the ωB97M-V functional and the def2-TZVPD basis) results for one molecule with the formula C3H5N3.

```
! wB97M-V def2-TZVPD RIJCOSX def2/J DEFGRID3
* xyz 0 1
N 0.63 1.44 -1.04
C 0.57 0.31 -0.29
C -0.72 -0.69 -0.15
N -0.30 -1.73 0.65
N 0.51 -0.98 1.44
C -0.15 0.24 0.93
H 0.50 2.36 -0.66
H 1.07 1.40 -1.94
H -1.50 -0.68 -0.89
H -0.01 -2.65 0.36
H -0.60 0.98 1.59
*
```

Which structure is the most stable? The one labeled #C.

#A
DFT (the ωB97M-V functional and the def2-TZVPD basis) results for one molecule with the formula C3H5N3.

```
! wB97M-V def2-TZVPD RIJCOSX def2/J DEFGRID3
* xyz 0 1
N -1.89 -0.40 0.24
C -0.56 -0.30 -0.07
N 0.24 -1.32 -0.14
N 1.54 -0.79 -0.03
C 1.42 0.61 0.18
C 0.14 0.97 -0.07
H -2.50 0.37 0.07
H -2.28 -1.32 0.36
H 1.97 -0.88 -0.95
H 2.19 1.12 0.75
H -0.26 1.94 -0.33
*
```

#B
DFT (the ωB97M-V functional and the def2-TZVPD basis) results for one molecule with the formula C3H5N3.

```
! wB97M-V def2-TZVPD RIJCOSX def2/J DEFGRID3
* xyz 0 1
N -1.98 0.01 0.06
C -0.63 0.18 -0.07
N 0.16 -0.90 0.34
N 1.46 -0.41 0.26
C 1.35 0.84 -0.33
C 0.07 1.32 -0.50
H -2.48 0.76 -0.38
H -2.36 -0.91 -0.12
H 2.18 -1.09 0.04
H 2.30 1.31 -0.59
H -0.08 -1.10 1.30
*
```

Which structure is the most stable? The one labeled #A.

#A
DFT (the ωB97M-V functional and the def2-TZVPD basis) results for one molecule with the formula C3H5N3.

```
! wB97M-V def2-TZVPD RIJCOSX def2/J DEFGRID3
* xyz 0 1
N 0.74 1.50 -1.06
C 0.08 0.39 -0.28
N -1.09 0.36 0.27
N -1.25 -0.84 1.01
C -0.37 -1.81 1.07
C 1.34 0.17 -0.61
H 0.48 1.64 -2.03
H 0.90 2.40 -0.59
H -2.15 -0.79 1.47
H -0.80 -2.57 1.74
H 2.13 -0.45 -1.01
*
```

#B
DFT (the ωB97M-V functional and the def2-TZVPD basis) results for one molecule with the formula C3H5N3.

```
! wB97M-V def2-TZVPD RIJCOSX def2/J DEFGRID3
* xyz 0 1
C 1.01 1.31 0.27
N 0.09 0.26 -0.13
C -0.33 -0.83 0.56
C -1.14 -1.49 -0.33
N -1.17 -0.78 -1.49
N -0.42 0.27 -1.36
H 0.60 2.27 -0.03
H 1.13 1.28 1.36
H 1.98 1.16 -0.21
H -0.04 -1.03 1.58
H -1.69 -2.42 -0.22
*
```

Which structure is the most stable? The one labeled #B.

#A
DFT (the ωB97M-V functional and the def2-TZVPD basis) results for C3H6NO2 as an isolated structure.

```
! wB97M-V def2-TZVPD RIJCOSX def2/J DEFGRID3
* xyz -1 1
O 0.16 -1.79 1.62
C 0.33 -0.84 0.81
N -0.31 -0.65 -0.40
C -1.32 0.44 -1.64
O -0.57 0.92 -2.56
C 1.23 0.26 1.43
H 0.17 -0.79 -1.33
H -1.85 1.25 -1.00
H -2.02 -0.37 -1.79
H 1.95 0.78 0.74
H 0.60 1.02 1.88
H 1.64 -0.21 2.23
*
```

#B
DFT (the ωB97M-V functional and the def2-TZVPD basis) results for a 2-piece molecular cluster, C3H6NO2 overall.

```
! wB97M-V def2-TZVPD RIJCOSX def2/J DEFGRID3
* xyz -1 1
N 2.39 0.53 0.87
C 1.06 0.18 0.54
O 0.65 -0.89 1.05
O 0.44 0.97 -0.21
H 2.73 1.46 0.74
H 2.75 0.01 1.65
C -2.11 -0.28 -1.73
C -2.43 -0.56 -0.48
H -2.83 -0.51 -2.51
H -1.16 0.18 -1.97
H -3.42 -0.93 -0.20
H -1.71 -0.42 0.32
*
```

#C
DFT (the ωB97M-V functional and the def2-TZVPD basis) results for an isolated ion of composition C3H6NO2 and charge -1.

```
! wB97M-V def2-TZVPD RIJCOSX def2/J DEFGRID3
* xyz -1 1
C 1.14 0.84 0.29
N -1.56 0.14 0.84
C -0.15 -0.07 0.22
C -0.38 -0.78 -1.07
O 0.58 -0.65 -1.98
O 1.45 1.63 1.36
H 1.14 1.44 -0.72
H 1.87 0.07 0.26
H -0.34 -0.63 1.06
H -1.62 0.25 1.81
H -1.44 -0.40 -1.36
H -0.69 -1.85 -0.72
*
```

Which structure is the most stable? The one labeled #B.

#A
DFT (the ωB97M-V functional and the def2-TZVPD basis) results for one molecule with the formula C3H8N2OS.

```
! wB97M-V def2-TZVPD RIJCOSX def2/J DEFGRID3
* xyz 0 1
N -0.23 0.27 1.43
C -0.23 -0.52 0.19
C -0.82 0.23 -1.00
S -2.57 0.62 -0.65
C 1.21 -0.89 -0.19
N 2.19 -0.38 0.58
O 1.41 -1.53 -1.21
H -0.36 1.24 1.15
H -1.09 0.09 1.95
H -0.78 -1.45 0.29
H -0.77 -0.46 -1.83
H -0.37 1.17 -1.30
H -2.56 1.92 -0.94
H 1.83 0.23 1.30
H 3.13 -0.54 0.25
*
```

#B
DFT (the ωB97M-V functional and the def2-TZVPD basis) results for one molecule with the formula C3H8N2OS.

```
! wB97M-V def2-TZVPD RIJCOSX def2/J DEFGRID3
* xyz 0 1
C 1.87 -0.97 0.31
C -0.58 -0.72 -0.19
C -1.74 1.48 0.15
H 1.77 -0.92 1.43
H 2.23 0.00 -0.04
H 2.58 -1.76 0.06
H 0.51 -2.34 -0.43
H -1.48 2.54 0.02
H -2.49 1.14 -0.57
H -2.17 1.31 1.17
H 0.80 1.15 -1.20
N 0.66 -1.32 -0.37
N -0.56 0.66 -0.02
O 0.59 1.34 -0.27
S -1.98 -1.59 -0.05
*
```

#C
DFT (the ωB97M-V functional and the def2-TZVPD basis) results for one molecule with the formula C3H8N2OS.

```
! wB97M-V def2-TZVPD RIJCOSX def2/J DEFGRID3
* xyz 0 1
N 1.68 -0.36 1.46
C 0.43 -0.11 0.80
C 0.61 0.99 -0.28
S -1.00 1.94 -0.64
C -0.05 -1.36 0.04
N -1.29 -1.33 -0.57
O 0.80 -2.17 -0.24
H 2.06 -1.27 1.23
H -1.56 1.98 0.54
H 2.13 0.30 2.05
H -0.41 0.29 1.46
H 0.85 0.62 -1.26
H 1.19 1.81 0.13
H -1.91 -0.61 -0.23
H -1.49 -1.86 -1.39
*
```

Which structure is the most stable? The one labeled #A.

#A
DFT (the ωB97M-V functional and the def2-TZVPD basis) results for C3H8N2OS as an isolated structure.

```
! wB97M-V def2-TZVPD RIJCOSX def2/J DEFGRID3
* xyz 0 1
C -0.94 -2.45 0.86
C 0.88 0.36 -0.42
C 1.58 1.78 -0.22
H -0.81 -2.05 1.90
H -0.07 -2.62 -0.16
H -1.76 -3.22 0.73
H -1.08 1.30 0.33
H 2.70 1.26 -0.31
H 1.54 2.21 -1.21
H 0.31 3.29 0.49
H 0.57 2.35 1.89
N -0.30 0.11 0.26
N 1.06 2.65 0.92
O 1.33 -0.57 -1.14
S -1.65 -0.97 -0.26
*
```

#B
DFT (the ωB97M-V functional and the def2-TZVPD basis) results for one molecule with the formula C3H8N2OS.

```
! wB97M-V def2-TZVPD RIJCOSX def2/J DEFGRID3
* xyz 0 1
C -2.25 -0.60 0.10
C -0.32 0.80 0.27
C 1.22 0.83 0.08
H -2.62 -1.51 -0.35
H -2.65 -0.60 1.24
H -2.94 0.16 -0.31
H -0.63 -0.70 -1.11
H -0.43 0.81 1.37
H -0.76 1.61 -0.25
H 1.23 -1.27 -0.09
H 4.01 0.29 -1.00
N -0.82 -0.55 -0.12
N 1.75 -0.44 0.02
O 1.79 1.89 -0.03
S 3.40 -0.72 0.19
*
```

#C
DFT (the ωB97M-V functional and the def2-TZVPD basis) results for a 2-piece molecular cluster, C3H8N2OS overall.

```
! wB97M-V def2-TZVPD RIJCOSX def2/J DEFGRID3
* xyz 0 1
C -2.26 1.51 -0.61
C 0.69 -2.19 1.38
C 0.64 -0.56 -0.71
N 1.19 1.53 -0.22
N 1.00 0.30 0.19
O -2.90 0.65 -0.07
S 0.36 -2.21 -0.43
H -2.91 2.30 -1.21
H -1.18 1.52 -0.52
H 0.98 1.79 -1.21
H 1.13 -1.25 1.72
H 1.29 -3.07 1.48
H -0.33 -2.20 1.84
H 0.41 -0.27 -1.72
H 1.90 2.15 0.09
*
```

Which structure is the most stable? The one labeled #B.